# C79H191F30N11O6P5

A cluster of 17 separate species, C79H191F30N11O6P5 in total in a non-equilibrium geometry (the ωB97M-V functional and the def2-TZVPD basis, OMol25).

As for the charge: +5. For the calculated total energy, the calculation gives -8880.340797 Ha. The HOMO energy is -16.72 eV. The value obtained for the HOMO-LUMO gap is 7.8 eV. The spin multiplicity is 1.

```
322
Properties=species:S:1:pos:R:3:forces:R:3:lowdin_charge:R:1
C -1.377928 -0.034686 -0.651065 1.28 1.17 0.21 -0.0870
C -1.504728 -1.443036 -0.184535 -2.67 -0.17 -0.74 -0.6051
C -1.122848 -1.552326 1.257825 0.79 -0.11 0.35 -0.0689
O -2.828048 -1.876466 -0.473965 0.13 -0.21 0.37 -0.3145
H -0.312258 0.191884 -0.684455 0.27 0.31 -0.39 0.0576
H -1.712668 0.690344 0.090805 -0.63 -0.02 0.18 0.0689
H -1.835098 0.186584 -1.615505 -0.02 -0.19 -0.04 0.0519
H -0.801538 -2.060466 -0.743465 0.56 -0.28 -0.38 0.0944
H -0.201488 -1.010096 1.470405 0.38 0.07 -0.10 0.0698
H -0.904038 -2.600276 1.462855 -0.31 -0.02 0.55 0.0777
H -1.830588 -1.121976 1.966345 -0.42 -0.55 -0.33 0.0534
C 2.044952 -7.729416 -0.214895 -0.77 0.43 1.32 -0.0688
C 2.050292 -6.441446 0.694795 -0.36 -0.12 -1.45 -0.2179
C 0.778332 -6.327436 1.613665 0.93 0.05 -1.44 -0.1799
C 0.858592 -7.255746 2.777265 -0.82 -0.03 2.02 -0.0640
N -0.347518 -7.018596 3.799285 -1.40 0.91 0.48 -0.2022
C -0.464568 -5.502736 4.195255 0.89 -1.70 0.98 -0.0864
C -1.161318 -5.520926 5.596335 -1.29 0.49 -0.66 -0.1299
C -1.125428 -6.935326 6.145745 1.19 -1.09 -0.31 -0.1438
C -0.121978 -7.604526 5.210175 0.64 -0.35 -1.38 -0.0852
C -1.717808 -7.583636 3.300525 2.00 0.26 -0.43 0.0523
H 2.150232 -8.591756 0.443425 0.71 -0.26 -0.44 0.0756
H 2.708252 -7.687416 -1.078825 0.46 -0.15 0.53 0.0766
H 1.057592 -7.901726 -0.643285 -0.32 0.36 0.01 0.0573
H 2.057262 -5.636136 -0.039725 -0.70 0.57 -0.11 0.0662
H 3.016452 -6.218516 1.147495 -0.11 -0.74 0.77 0.0877
H -0.049448 -6.599046 0.958605 -0.26 -0.07 0.08 0.0926
H 0.618472 -5.293296 1.918795 0.27 0.03 0.14 0.0890
H 1.741252 -7.100156 3.397585 0.08 0.41 0.01 0.1159
H 0.918602 -8.308436 2.500955 -0.63 -0.02 -0.03 0.1420
H -0.857868 -4.885936 3.387185 -0.23 -0.27 0.32 0.0890
H 0.583782 -5.266786 4.377995 0.06 0.39 -0.26 0.1104
H -2.219368 -5.275536 5.504665 0.03 0.48 -0.11 0.1047
H -0.721528 -4.832766 6.318225 0.15 0.14 -0.42 0.1196
H -2.072518 -7.474006 6.176475 -0.05 0.29 -0.14 0.1155
H -0.714128 -6.985626 7.153905 -0.06 0.07 -0.03 0.1318
H -0.164078 -8.682456 5.054025 0.01 -0.02 0.52 0.1460
H 0.893782 -7.278736 5.434235 0.08 -0.30 0.29 0.1349
H -1.407888 -8.549376 2.901265 -0.62 0.03 -0.24 0.1060
H -2.073578 -6.916586 2.515305 -0.03 -0.31 0.02 0.0708
H -2.455558 -7.719236 4.091365 0.37 0.29 0.06 0.1042
C 5.822612 -0.846546 10.149415 -0.12 -0.15 -1.15 -0.0881
C 6.781522 -1.112126 8.936805 -0.81 0.97 0.99 -0.2166
C 6.094772 -0.952996 7.551055 0.23 -0.29 0.40 -0.1786
C 5.647042 0.493334 7.263625 -0.37 -0.44 -0.57 -0.0821
N 4.838142 0.655114 5.917475 0.22 0.41 -1.45 -0.1952
C 5.632862 0.279314 4.613085 -1.11 0.67 0.36 -0.0898
C 6.625062 1.426294 4.389035 0.62 -0.80 1.76 -0.1558
C 5.968812 2.707144 4.937165 -1.94 -1.10 0.61 -0.1094
C 4.587172 2.181704 5.561135 0.73 -0.91 0.08 -0.0381
C 3.523022 -0.168376 6.005695 0.80 0.72 0.54 0.0383
H 5.408332 0.161344 10.124255 0.01 0.05 0.18 0.0579
H 6.240332 -1.037296 11.137965 0.35 0.12 -0.26 0.0808
H 5.000812 -1.553186 10.033665 -0.26 0.04 0.13 0.0717
H 7.123782 -2.129336 9.127155 0.38 0.10 -0.72 0.1152
H 7.598322 -0.390576 8.954645 0.37 -0.29 0.24 0.1046
H 5.316132 -1.714986 7.516615 -0.42 0.31 -0.25 0.1135
H 6.826842 -1.234416 6.794105 0.05 -0.07 -0.10 0.1105
H 6.524252 1.140054 7.244905 0.01 0.03 -0.47 0.1305
H 5.016132 0.926264 8.039925 -0.30 -0.22 -0.13 0.1222
H 4.908952 0.393724 3.806255 -0.51 -0.51 0.18 0.1070
H 5.958412 -0.758016 4.690885 0.32 0.22 -0.05 0.1225
H 7.017702 1.534394 3.377965 -0.18 -0.28 0.07 0.1062
H 7.434862 1.155194 5.066405 0.60 0.35 -0.38 0.1121
H 5.713622 3.370924 4.111115 0.11 0.31 0.36 0.0964
H 6.566412 3.177704 5.717905 -0.01 0.19 -0.37 0.1154
H 3.805302 2.165854 4.801835 0.11 -0.05 0.02 0.0852
H 4.170112 2.687754 6.431815 0.42 0.05 0.05 0.1366
H 3.224232 -0.006366 7.041345 -0.38 -0.28 -0.16 0.1090
H 3.652142 -1.229696 5.793445 0.65 0.03 0.23 0.0905
H 2.741652 0.156654 5.318735 0.37 0.66 -0.07 0.0759
C -6.286888 -5.082986 -2.753675 -0.46 0.41 -0.92 -0.0804
C -6.070158 -4.441346 -4.175835 0.88 -0.71 -0.14 -0.2066
C -4.649108 -4.682486 -4.793795 0.96 0.12 1.50 -0.1479
C -3.540818 -3.855486 -4.032605 0.38 0.28 -0.40 -0.0900
N -2.050638 -4.232696 -4.291165 0.07 -0.31 -0.16 -0.2164
C -1.751098 -5.538066 -3.546275 -0.81 -1.61 -0.18 -0.0834
C -0.570688 -5.386266 -2.597075 -0.83 0.17 0.68 -0.1396
C 0.065502 -4.122146 -3.045915 1.29 1.49 -0.98 -0.1658
C -1.053968 -3.258116 -3.618985 -1.65 0.10 0.41 -0.0921
C -1.735838 -4.322106 -5.804055 0.59 0.36 1.52 0.0508
H -7.359558 -5.067496 -2.560655 -0.04 0.09 0.15 0.0783
H -5.805898 -4.521046 -1.953065 0.08 0.25 -0.10 0.0349
H -5.984028 -6.120226 -2.610485 0.22 -0.01 -0.55 0.0698
H -6.357278 -3.389846 -4.177365 0.42 0.38 0.36 0.0829
H -6.734948 -4.799236 -4.962005 -0.31 -0.67 0.45 0.1087
H -4.620078 -4.620266 -5.881625 -0.06 0.78 0.04 0.1068
H -4.383588 -5.728076 -4.637775 -0.20 -0.25 0.27 0.1153
H -3.617328 -3.906926 -2.946505 -0.27 -0.48 0.02 0.1144
H -3.594048 -2.777936 -4.187965 -0.09 0.12 -0.62 0.1075
H -1.617588 -6.353136 -4.257565 -0.04 0.17 -0.12 0.1471
H -2.635778 -5.766386 -2.951885 0.00 -0.19 -0.25 0.1100
H 0.085882 -6.236246 -2.411165 -0.05 -0.13 -0.88 0.1329
H -0.983478 -5.244266 -1.598315 -0.12 0.26 0.05 0.1014
H 0.816452 -4.211266 -3.830925 0.19 -0.55 0.00 0.1200
H 0.571692 -3.641376 -2.208815 -0.09 0.37 -0.04 0.0965
H -0.903098 -2.455376 -4.340755 0.75 -0.20 -0.02 0.1208
H -1.598998 -2.793406 -2.797355 -0.29 -0.04 0.23 0.1035
H -1.814108 -3.330196 -6.249115 -0.69 -0.05 0.07 0.0997
H -2.346718 -5.088496 -6.281115 0.22 0.17 0.10 0.1096
H -0.662148 -4.504966 -5.846895 -0.12 -0.64 -0.17 0.1069
C 8.547232 5.111024 2.659225 0.29 -0.98 0.53 -0.0968
C 8.173522 5.337004 1.217485 0.25 1.95 0.71 -0.2504
C 6.883652 4.715304 0.828515 -0.91 -1.94 1.71 -0.2487
C 6.502822 4.821674 -0.560395 -0.98 0.86 -2.12 -0.1247
N 5.231862 4.000734 -0.967185 -0.77 1.21 -0.83 -0.1913
C 5.020872 4.140644 -2.554065 0.44 -1.50 1.35 -0.0457
C 3.530842 3.854194 -2.768715 0.48 -0.04 -0.57 -0.1542
C 2.807352 4.328514 -1.522905 0.47 0.15 0.89 -0.1415
C 3.935072 4.701244 -0.546305 0.15 1.13 0.57 -0.0912
C 5.326182 2.594994 -0.412315 0.52 0.80 -1.32 0.0260
H 7.784602 5.364654 3.395545 -0.43 -0.25 -0.26 0.0798
H 9.394372 5.706354 2.999875 0.23 -0.17 -0.47 0.0918
H 8.800982 4.051374 2.688555 0.14 -0.12 0.87 0.0758
H 9.006192 4.998974 0.600635 -0.09 0.33 -0.28 0.1314
H 8.031232 6.417654 1.224065 0.31 0.27 -1.07 0.1266
H 6.057662 5.039154 1.461725 0.03 0.22 0.29 0.1397
H 6.955002 3.637274 0.972955 0.34 -0.20 0.66 0.1026
H 7.354202 4.526064 -1.173465 -0.31 -0.27 -0.46 0.1503
H 6.224802 5.846664 -0.805755 0.12 0.03 -0.28 0.1396
H 5.640552 3.419124 -3.086515 0.22 -0.04 0.29 0.1348
H 5.384452 5.130194 -2.830985 -0.35 0.08 0.28 0.1219
H 3.339002 2.803724 -2.987365 0.22 -0.11 0.08 0.0996
H 3.251252 4.398424 -3.670785 -0.26 0.05 0.04 0.0901
H 2.196772 3.610884 -0.974895 -0.25 -0.25 -0.65 0.0880
H 2.218142 5.209924 -1.775995 -0.06 -0.02 0.41 0.1117
H 3.685122 4.579564 0.507645 0.14 -0.69 -0.05 0.1231
H 4.104212 5.776034 -0.612075 0.43 0.01 -0.26 0.1368
H 6.312002 2.311764 -0.781155 0.01 -0.64 0.37 0.1179
H 4.571582 1.945994 -0.856705 -0.15 0.29 0.10 0.0836
H 5.282612 2.622764 0.676465 -0.23 -0.04 -0.27 0.0988
C 0.638982 0.580554 -3.337365 0.37 -1.41 -0.47 -0.0980
C 1.979702 -0.257816 -3.274895 -0.26 1.27 0.16 -0.1877
C 2.369312 -0.680636 -1.825865 -0.55 0.14 -0.90 -0.1830
C 3.420682 -1.731146 -1.651465 2.09 -1.46 1.90 -0.0582
N 3.744832 -2.020986 -0.105615 -0.79 -0.19 0.64 -0.1804
C 4.591582 -0.908756 0.503525 1.26 -0.28 -0.58 -0.1079
C 6.026222 -1.428396 0.315285 -0.78 1.09 0.28 -0.1412
C 5.861412 -2.825046 0.837955 0.94 -0.42 1.35 -0.1642
C 4.633762 -3.317816 0.135495 0.39 0.19 -0.85 -0.0487
C 2.452892 -2.103166 0.678655 0.14 0.25 0.16 -0.0002
H 0.552972 1.361454 -2.581785 0.22 -0.13 0.13 0.0657
H -0.226908 -0.078246 -3.271715 -0.08 0.01 0.35 0.0391
H 0.551422 1.037524 -4.323065 0.23 0.12 -0.07 0.0571
H 2.680082 0.484964 -3.656805 0.68 -0.20 0.23 0.0849
H 2.039742 -1.044616 -4.026855 -0.47 -0.27 0.22 0.1085
H 1.510022 -1.126736 -1.325155 -0.39 0.53 -0.12 0.0848
H 2.640922 0.261474 -1.349675 -0.05 -0.17 0.52 0.1009
H 4.451752 -1.587096 -1.974325 -0.21 0.69 -0.62 0.1270
H 3.199432 -2.741936 -1.994185 -0.61 0.18 -0.29 0.1298
H 4.427612 -0.835866 1.578655 -0.51 -0.10 -0.12 0.1314
H 4.478512 0.069664 0.036615 -0.71 -0.30 -0.10 0.0941
H 6.682732 -0.740046 0.847525 0.30 -0.40 0.15 0.1250
H 6.292412 -1.374446 -0.740335 0.17 -0.22 -0.10 0.1171
H 5.736702 -2.886436 1.919055 -0.13 0.50 0.15 0.1015
H 6.723302 -3.473846 0.682085 -0.10 -0.07 -0.43 0.1454
H 4.115832 -4.125146 0.653255 -0.41 0.43 -0.05 0.1137
H 5.080862 -3.693476 -0.784875 -1.06 0.11 -0.68 0.1367
H 2.587942 -2.383836 1.723205 0.67 -0.19 -0.09 0.1080
H 1.767892 -2.834516 0.249715 0.06 0.15 -0.29 0.0998
H 2.048982 -1.091156 0.706855 -0.28 -0.17 -0.14 0.0788
C 6.012882 6.245474 -5.789255 -0.23 -0.29 0.23 -0.0852
C 4.895032 6.334084 -6.804015 1.65 -0.23 -1.59 -0.2881
C 3.587862 6.520494 -6.139115 -1.83 -0.60 -0.54 -0.1905
C 2.441542 6.645054 -7.228085 0.90 1.44 2.23 -0.0664
N 1.109792 7.203204 -6.720145 -2.61 -1.54 1.32 -0.1856
C 0.167052 7.224294 -7.968355 0.81 1.37 1.21 -0.0499
C 0.409702 8.677434 -8.483135 0.27 -1.06 -0.14 -0.1493
C 0.376722 9.543894 -7.253025 -0.19 -1.24 1.14 -0.1122
C 1.097602 8.628954 -6.160665 1.15 1.10 -1.37 -0.0563
C 0.471412 6.324704 -5.549955 1.64 2.49 0.31 -0.1317
C 0.406802 4.902814 -5.776085 0.88 -2.21 -1.79 -0.2762
C -0.201418 4.146814 -4.653835 -0.23 -1.16 1.04 -0.0863
H 7.025442 6.123864 -6.174005 -0.21 0.23 -0.27 0.0945
H 5.781492 5.320154 -5.261675 0.28 0.02 0.66 0.0545
H 5.964892 7.113504 -5.131745 0.24 -0.11 0.23 0.0845
H 4.937732 5.419084 -7.394825 -0.33 -0.24 -0.05 0.1253
H 5.105642 7.094144 -7.556385 -0.12 0.43 0.15 0.1268
H 3.695642 7.353494 -5.444425 -0.55 0.25 -0.10 0.1213
H 3.390752 5.617014 -5.562085 -0.11 -0.01 0.38 0.0838
H 2.216682 5.687174 -7.697145 0.26 0.29 -0.12 0.1341
H 2.813272 7.429574 -7.887215 -0.27 -0.43 -0.57 0.1337
H -0.827828 7.102874 -7.539895 -0.13 0.02 -0.36 0.1320
H 0.444252 6.390734 -8.613685 -0.16 0.29 -0.07 0.1296
H -0.400578 8.955014 -9.157305 0.55 0.03 -0.43 0.1350
H 1.424952 8.753294 -8.872495 -0.33 -0.17 -0.88 0.1184
H -0.696588 9.668954 -7.109965 0.11 0.31 1.05 0.1196
H 0.844952 10.523374 -7.350375 0.02 -0.21 -0.03 0.1326
H 0.794232 8.758054 -5.121715 -0.76 -0.65 -0.25 0.1302
H 2.165032 8.830334 -6.070415 0.04 0.62 -0.41 0.1181
H -0.445328 6.743454 -5.134835 -0.45 0.39 -1.10 0.1416
H 1.119312 6.539434 -4.700125 0.54 -0.16 -0.01 0.1272
H 1.403932 4.490474 -5.930425 0.30 0.11 0.00 0.1124
H -0.081768 4.627934 -6.710875 -0.44 0.31 -0.11 0.1293
H -1.072908 4.672934 -4.264195 -0.09 -0.35 0.22 0.0753
H 0.495782 3.865574 -3.864575 0.24 1.04 0.51 0.0678
H -0.417308 3.110164 -4.912365 -0.78 0.16 -0.66 0.0663
C -6.469648 -1.749526 -0.866105 -0.66 1.22 0.08 -0.0139
C -6.395928 -0.295346 -1.477985 -0.46 -1.43 0.89 -0.2080
C -7.569698 0.686184 -1.134035 0.54 -1.98 1.20 -0.1977
O -7.468488 1.800384 -1.933735 0.72 1.19 -0.83 -0.2528
C -8.562568 2.708184 -1.728105 0.74 0.20 -0.50 -0.0376
N -5.025188 0.274504 -1.034605 -1.91 0.59 -0.62 0.2595
H -4.228048 -0.344846 -1.001605 0.88 -1.69 -0.37 0.0857
H -4.784808 1.094194 -1.573515 0.18 0.58 -0.22 0.1102
H -5.078168 0.559504 -0.067105 -0.43 0.62 0.98 0.1109
H -5.481498 -2.209086 -0.887525 -0.03 -0.05 -0.28 0.0601
H -7.213298 -2.330256 -1.411865 0.24 -0.09 -0.15 0.0908
H -6.813688 -1.780496 0.167715 0.07 0.38 0.02 0.0756
H -6.445958 -0.466266 -2.553335 0.82 0.43 -0.19 0.1194
H -7.578118 0.827594 -0.053275 0.59 0.89 0.26 0.1200
H -8.588138 0.311664 -1.236985 0.08 -1.15 -0.59 0.1430
H -8.338238 3.555594 -2.375925 -0.21 0.12 0.06 0.0896
H -8.558698 3.054324 -0.694525 -0.42 -0.16 0.01 0.1151
H -9.474138 2.222144 -2.075805 -0.27 0.14 0.44 0.1045
C -1.418878 1.372274 6.039855 -0.22 0.33 0.82 -0.0134
C -1.189958 0.470154 4.899165 -0.09 -0.46 -1.94 -0.3044
C -1.746898 -0.920606 5.107035 1.44 -1.37 -0.87 -0.0923
O -0.958418 -1.866016 4.248255 -1.51 0.98 0.71 -0.2252
C 0.357602 -2.184846 4.651395 -0.26 -0.08 0.97 -0.0914
N -1.834878 1.032774 3.616745 -0.02 -0.30 0.64 0.2474
H -1.780798 0.473794 2.777275 0.52 -0.77 0.03 0.1067
H -2.827268 1.139244 3.771415 -0.73 0.75 0.17 0.1044
H -1.381678 1.905414 3.386055 -0.07 0.90 0.23 0.0826
H -0.862628 0.941544 6.872415 0.09 0.18 0.13 0.1087
H -2.468648 1.324854 6.329385 -0.12 0.34 0.05 0.1141
H -1.102768 2.404194 5.887135 -0.04 -0.14 0.00 0.0685
H -0.150218 0.428704 4.574625 0.17 -0.20 0.47 0.1233
H -2.794048 -1.069266 4.843455 0.02 0.34 -0.62 0.1243
H -1.779868 -1.174966 6.166425 0.82 -0.28 0.13 0.1373
H 0.648652 -3.080736 4.102955 0.13 0.17 0.06 0.0707
H 0.362102 -2.381196 5.723555 0.09 -0.43 0.17 0.0996
H 1.117972 -1.413086 4.531725 -0.12 0.36 -0.56 0.0614
C -6.297978 2.350884 -7.299605 0.13 -1.27 0.01 -0.0231
C -5.984728 1.560244 -5.959535 0.42 1.10 -0.48 -0.2016
C -4.804258 2.246794 -5.145115 -1.01 -1.38 0.32 -0.1268
O -4.325788 1.417434 -4.079345 -1.79 1.83 0.68 -0.2077
C -3.338318 0.503944 -4.314755 0.83 -1.27 -0.94 -0.1192
N -7.262658 1.435154 -5.039105 1.29 0.51 -0.98 0.2586
H -7.065918 1.526854 -4.052705 0.47 0.06 1.12 0.1048
H -7.906088 2.185644 -5.246125 -0.51 0.21 -0.34 0.1650
H -7.725398 0.543044 -5.139685 -0.32 -0.28 -0.40 0.1689
H -6.479218 3.424434 -7.247375 -0.05 -0.14 0.47 0.0946
H -7.045828 1.877574 -7.935845 -0.94 -0.01 0.75 0.0915
H -5.529848 2.188074 -8.055625 0.96 0.20 0.64 0.0916
H -5.713948 0.526844 -6.176005 -0.05 0.10 -0.10 0.1385
H -5.234408 3.111014 -4.638955 0.28 0.27 -0.22 0.1155
H -3.984128 2.510204 -5.813025 -0.19 0.14 -0.18 0.1389
H -3.582458 -0.051526 -5.220265 0.15 -0.54 -0.09 0.0927
H -3.278618 -0.165886 -3.456925 -0.11 -0.13 -0.04 0.0782
H -2.335968 0.904114 -4.467285 0.10 0.54 0.04 0.0822
C -0.580528 4.946704 0.042325 -0.22 -0.29 -0.29 -0.0195
C -2.136138 4.691074 -0.137065 1.88 0.25 0.32 -0.2172
C -2.497108 3.821974 -1.348965 -0.68 -0.07 0.16 -0.1593
O -3.851958 3.377154 -1.303805 -0.60 0.15 -0.29 -0.2218
C -4.875208 4.185484 -1.924705 0.02 -0.13 0.27 -0.0487
N -2.702528 3.998064 1.101225 -0.40 0.01 -1.60 0.2648
H -3.004268 4.629494 1.829475 0.42 0.40 1.04 0.1470
H -3.537398 3.515304 0.801145 -1.08 -0.09 -0.29 0.1152
H -2.172568 3.212534 1.450775 1.09 0.36 0.59 0.1201
H 0.039422 4.050304 0.026865 -0.57 -0.43 0.56 0.0425
H -0.343388 5.529214 0.932565 -0.36 -0.34 0.34 0.0888
H -0.054568 5.499914 -0.735765 -0.95 0.46 -0.62 0.0682
H -2.600138 5.674954 -0.206205 -0.33 -0.19 0.17 0.1568
H -1.931118 2.890504 -1.337805 0.34 0.06 0.00 0.1208
H -2.338878 4.345794 -2.291665 0.34 0.18 0.07 0.1161
H -4.650778 4.494694 -2.945545 0.57 -0.04 -0.08 0.0789
H -5.131958 5.081714 -1.359935 0.20 0.01 0.21 0.1052
H -5.771878 3.569014 -1.988305 0.10 -0.13 0.25 0.0676
C -3.455268 -3.390366 3.004915 0.35 -0.37 0.06 -0.0476
C -4.396888 -4.259406 2.172795 1.46 0.65 0.50 -0.2562
C -5.784468 -3.575896 2.141655 0.25 -0.81 -0.16 -0.1589
O -6.579728 -4.027256 1.079535 -0.72 -0.45 -0.42 -0.2139
C -7.048798 -5.379966 1.092215 0.48 -1.16 0.40 -0.0465
N -3.812248 -4.332936 0.760175 -1.96 0.60 1.26 0.2531
H -4.680468 -4.368446 0.245355 -0.33 -0.72 -1.08 0.1147
H -3.426328 -3.440246 0.487645 0.94 1.60 -0.54 0.0764
H -3.166098 -5.071366 0.520805 0.01 -0.86 0.02 0.1097
H -2.417158 -3.692426 2.866385 -0.03 0.06 -0.22 0.0479
H -3.596828 -3.507976 4.079265 -0.46 0.18 -0.04 0.0986
H -3.543648 -2.349476 2.693745 0.00 0.02 0.21 0.0696
H -4.351308 -5.275016 2.565945 -0.58 -0.03 -0.16 0.1430
H -5.709768 -2.502856 1.965335 0.42 0.06 0.14 0.1201
H -6.227178 -3.707746 3.128935 -0.22 -0.13 0.07 0.1529
H -7.220518 -5.713646 0.068855 0.16 0.24 0.03 0.0883
H -7.923508 -5.675776 1.671415 -0.57 1.23 0.10 0.1019
H -6.332468 -6.049226 1.568735 0.66 -0.02 -0.38 0.0850
P -5.694838 1.520344 2.918375 -0.42 -0.34 0.49 0.2028
F -6.495508 2.840594 2.614795 -0.21 0.65 0.76 -0.1061
F -4.950838 1.729544 1.451855 0.94 0.16 -1.19 -0.2247
F -4.461608 2.374414 3.585655 -0.23 -0.29 -0.22 -0.1674
F -4.785388 0.167654 3.045875 0.08 -0.40 -0.19 -0.1857
F -6.302128 1.191464 4.358355 -0.19 0.56 -1.14 -0.0956
F -6.873178 0.730374 2.068025 0.67 -0.58 0.84 -0.1794
P -3.038038 -8.067176 -0.412895 -0.18 -3.04 -1.93 0.2090
F -1.705448 -8.577226 0.314435 0.76 0.55 0.83 -0.1559
F -2.501618 -6.531976 -0.342845 0.10 1.42 0.98 -0.2091
F -2.184198 -8.134506 -1.817125 -0.90 0.20 -0.24 -0.1722
F -4.404558 -7.458776 -1.179475 1.32 -0.78 0.65 -0.1918
F -3.444478 -9.630986 -0.587495 -0.66 1.57 -0.22 -0.1282
F -3.772938 -7.985676 1.007755 -0.23 0.79 -0.03 -0.1413
P 4.411682 -4.823466 4.313085 1.92 0.09 4.14 0.1853
F 3.380732 -4.057066 5.376325 0.18 -0.05 -0.87 -0.2119
F 5.129322 -3.353746 3.997785 -0.83 0.06 -0.30 -0.2175
F 5.460422 -5.016886 5.559095 -1.05 0.34 0.09 -0.1716
F 5.568992 -5.501956 3.465855 -0.92 -0.39 -1.87 -0.1281
F 3.675732 -6.227836 4.649985 0.20 0.13 -0.29 -0.1573
F 3.346952 -4.603906 3.145145 -0.02 0.39 -1.24 -0.1645
P 1.626512 2.436744 2.306255 -0.94 0.36 0.84 0.2873
F 3.179822 2.576914 2.515995 1.75 -0.68 1.13 -0.1497
F 1.695252 4.012654 1.844575 -0.78 -0.91 0.21 -0.1549
F 2.031982 1.904484 0.796215 -1.00 0.33 -0.53 -0.2027
F -0.013608 2.463384 1.902015 1.40 -0.58 0.36 -0.1981
F 1.567892 0.832754 2.724745 -0.12 0.54 -0.49 -0.1935
F 1.333902 2.711944 3.903925 -0.04 0.38 -2.05 -0.1436
P -1.633988 5.059654 4.707385 2.07 3.03 3.13 0.1638
F -0.110698 4.624104 5.324735 -2.06 -0.77 -0.14 -0.2073
F -1.583008 6.425334 5.635715 -0.45 -1.38 -0.81 -0.1567
F -0.787938 5.813284 3.612755 0.53 1.18 -1.82 -0.1530
F -2.995788 5.485414 3.994675 -1.12 0.76 -0.22 -0.1435
F -1.674508 3.827574 3.673855 0.42 -2.60 -0.20 -0.1929
F -2.426258 4.291794 5.864735 0.49 -0.44 -0.62 -0.1202
```
Forces are in eV/Å.